(1)
C27H68AlB2O11S8 | the ωB97M-V functional and the def2-TZVPD basis

Atoms and positions in Å:
C (-3.199, -2.282, -2.848)
C (-1.644, -2.596, -2.503)
B (-1.276, -1.851, -1.096)
O (-1.913, -2.378, 0.112)
Al (-0.003, -0.230, -0.863)
C (1.477, -0.213, -2.281)
B (2.680, -1.157, -1.682)
O (2.433, -2.350, -0.899)
O (4.049, -0.730, -1.985)
C (-1.069, 1.561, -0.759)
C (-1.966, 1.405, 0.597)
C (-1.479, 1.877, 2.000)
C (-2.452, 1.602, 3.208)
C (-3.835, 0.880, 3.009)
C (-4.834, 0.538, 4.222)
C (-4.330, 0.439, 1.580)
C (-3.385, 0.705, 0.389)
H (-3.522, -3.037, -3.660)
H (-3.823, -2.471, -1.917)
H (-3.387, -1.206, -3.196)
H (-1.551, -3.730, -2.336)
H (-0.924, -2.270, -3.345)
H (-1.422, -2.069, 0.908)
H (0.685, -0.382, 0.588)
H (1.058, -0.736, -3.214)
H (1.942, 0.810, -2.495)
H (3.312, -2.670, -0.582)
H (4.109, 0.208, -1.680)
H (-0.392, 2.474, -0.656)
H (-1.770, 1.624, -1.675)
H (-0.467, 2.384, 2.096)
H (-2.087, 1.917, 4.255)
H (-4.542, -0.435, 4.774)
H (-5.886, 0.422, 3.792)
H (-4.814, 1.399, 4.976)
H (-5.344, -0.068, 1.447)
H (-3.730, 0.384, -0.661)
C (6.645, 2.633, -5.060)
S (5.448, 1.891, -3.928)
O (5.740, 2.417, -2.557)
C (6.117, 0.217, -4.021)
H (6.440, 3.702, -5.127)
H (7.658, 2.480, -4.683)
H (6.539, 2.182, -6.048)
H (7.164, 0.216, -3.709)
H (6.029, -0.154, -5.044)
H (5.539, -0.424, -3.354)
C (9.612, 1.029, 0.153)
S (9.022, 1.639, -1.441)
O (9.957, 1.128, -2.493)
C (9.436, 3.371, -1.143)
H (9.485, -0.054, 0.177)
H (10.669, 1.272, 0.278)
H (9.025, 1.478, 0.956)
H (10.504, 3.469, -0.937)
H (8.855, 3.744, -0.298)
H (9.185, 3.945, -2.036)
C (5.038, -1.235, 2.932)
S (5.893, -0.526, 1.512)
O (7.033, 0.296, 2.032)
C (4.570, 0.613, 1.051)
H (5.700, -1.959, 3.408)
H (4.786, -0.450, 3.647)
H (4.134, -1.740, 2.595)
H (4.350, 1.284, 1.884)
H (3.678, 0.045, 0.780)
H (4.902, 1.198, 0.192)
C (-7.275, -2.527, -0.596)
S (-6.443, -1.810, -2.029)
O (-5.330, -0.959, -1.519)
C (-7.794, -0.704, -2.496)
H (-6.592, -3.230, -0.117)
H (-7.543, -1.741, 0.113)
H (-8.170, -3.059, -0.923)
H (-8.029, -0.032, -1.668)
H (-8.673, -1.295, -2.761)
H (-7.479, -0.119, -3.360)
C (-3.302, -6.212, -1.219)
S (-5.101, -6.174, -1.081)
O (-5.473, -4.867, -0.460)
C (-5.220, -7.437, 0.204)
H (-2.996, -5.462, -1.950)
H (-2.849, -5.981, -0.253)
H (-2.983, -7.199, -1.558)
H (-4.648, -7.130, 1.082)
H (-4.840, -8.385, -0.181)
H (-6.269, -7.553, 0.478)
C (1.397, -5.022, 4.567)
S (2.264, -4.308, 3.152)
O (3.401, -3.495, 3.687)
C (0.951, -3.160, 2.684)
H (2.055, -5.750, 5.044)
H (1.144, -4.238, 5.284)
H (0.491, -5.524, 4.224)
H (0.726, -2.492, 3.517)
H (0.059, -3.723, 2.401)
H (1.293, -2.572, 1.830)
C (-4.589, 5.140, -0.981)
S (-4.024, 3.629, -1.791)
O (-3.267, 4.037, -3.014)
C (-5.659, 3.083, -2.331)
H (-3.717, 5.673, -0.598)
H (-5.116, 5.774, -1.697)
H (-5.249, 4.883, -0.150)
H (-6.118, 3.847, -2.962)
H (-6.285, 2.891, -1.458)
H (-5.543, 2.161, -2.903)
C (0.034, 7.194, 2.998)
S (-0.215, 5.470, 2.519)
O (-1.559, 5.374, 1.878)
C (-0.369, 4.829, 4.200)
H (0.118, 7.794, 2.091)
H (-0.816, 7.544, 3.587)
H (0.955, 7.282, 3.576)
H (-1.194, 5.326, 4.715)
H (0.565, 4.995, 4.740)
H (-0.570, 3.759, 4.144)

## Properties
HOMO-LUMO gap in eV: 5.9
Charge: -1
LUMO level in hartree: 0.069

Here are the Mulliken charges for atoms 1 to 6, given in e: C -0.61; C -0.34; B 0.20; O -0.87; Al 1.01; C -0.63

---

(2)
C27H69BaNO19P4 | the ωB97M-V functional and the def2-TZVPD basis

Atoms and positions in Å:
Ba (0.104, 0.848, -1.288)
O (2.685, 0.059, 1.621)
H (3.633, 0.281, 1.699)
O (-1.680, 1.749, -4.829)
H (-1.689, 1.385, -5.736)
C (2.524, 5.620, -3.776)
O (2.413, 5.109, -2.667)
N (3.087, 6.759, -4.055)
C (3.011, 7.445, -5.373)
C (3.986, 7.411, -3.060)
H (2.071, 5.240, -4.705)
H (3.973, 7.494, -5.883)
H (2.620, 8.456, -5.255)
H (2.287, 6.945, -6.015)
H (3.812, 8.478, -2.918)
H (4.077, 6.943, -2.080)
H (4.981, 7.353, -3.502)
C (-7.214, 3.062, -1.560)
C (-6.082, 2.544, -0.674)
O (-6.501, 1.358, 0.054)
P (-6.001, -0.141, -0.450)
O (-4.511, -0.302, -0.600)
O (-6.886, -0.575, -1.760)
C (-6.514, -0.252, -3.110)
C (-5.616, -1.346, -3.660)
O (-6.691, -1.129, 0.733)
C (-6.525, -2.528, 0.770)
C (-7.073, -3.098, 2.052)
H (-7.489, 2.356, -2.344)
H (-8.052, 3.356, -0.928)
H (-6.948, 3.956, -2.125)
H (-5.239, 2.289, -1.316)
H (-5.802, 3.196, 0.153)
H (-7.424, -0.119, -3.695)
H (-6.078, 0.741, -3.220)
H (-6.236, -2.225, -3.836)
H (-5.081, -1.010, -4.548)
H (-4.810, -1.603, -2.972)
H (-7.059, -2.976, -0.068)
H (-5.441, -2.632, 0.743)
H (-8.156, -3.226, 2.045)
H (-6.710, -4.118, 2.178)
H (-6.927, -2.400, 2.876)
C (-0.553, 2.580, 5.331)
C (-1.900, 2.971, 4.727)
O (-2.044, 4.378, 4.653)
P (-1.423, 5.064, 3.293)
O (-1.213, 4.199, 2.109)
O (-2.263, 6.434, 3.120)
C (-2.808, 7.170, 4.187)
C (-4.339, 7.176, 4.301)
O (0.050, 5.635, 3.880)
C (1.313, 5.152, 3.498)
C (2.416, 6.112, 3.888)
H (-0.257, 3.412, 5.970)
H (-0.582, 1.639, 5.879)
H (0.275, 2.595, 4.622)
H (-2.040, 2.507, 3.751)
H (-2.610, 2.577, 5.455)
H (-2.421, 6.879, 5.164)
H (-2.617, 8.234, 4.046)
H (-4.800, 6.202, 4.463)
H (-4.572, 7.758, 5.193)
H (-4.979, 7.614, 3.536)
H (1.381, 4.137, 3.890)
H (1.380, 5.030, 2.417)
H (1.992, 7.116, 3.897)
H (2.792, 5.932, 4.895)
H (3.306, 6.041, 3.264)
C (-1.072, -5.561, 3.604)
C (-0.628, -5.099, 2.149)
O (-1.633, -5.640, 1.226)
P (-1.287, -5.887, -0.316)
O (-0.618, -4.704, -0.999)
O (-0.411, -7.257, -0.235)
C (-0.886, -8.469, 0.305)
C (0.221, -8.961, 1.297)
O (-2.705, -6.362, -0.929)
C (-2.784, -7.089, -2.059)
C (-4.081, -7.878, -2.053)
H (-1.068, -6.650, 3.546)
H (-0.332, -5.248, 4.341)
H (-2.054, -5.213, 3.922)
H (-0.703, -4.012, 2.153)
H (0.415, -5.312, 1.918)
H (-1.823, -8.422, 0.860)
H (-1.109, -9.160, -0.508)
H (1.187, -8.918, 0.793)
H (0.237, -8.362, 2.207)
H (0.042, -10.014, 1.518)
H (-2.741, -6.441, -2.934)
H (-1.930, -7.766, -2.104)
H (-4.151, -8.557, -1.202)
H (-4.993, -7.281, -2.052)
H (-4.174, -8.407, -3.001)
C (7.514, 1.224, 0.858)
C (6.839, 1.635, -0.510)
O (7.274, 0.800, -1.619)
P (6.371, -0.493, -2.100)
O (4.996, -0.143, -2.433)
O (6.695, -1.559, -0.905)
C (6.007, -2.755, -0.920)
C (7.052, -3.724, -0.281)
O (7.191, -1.160, -3.384)
C (8.546, -1.586, -3.246)
C (8.790, -2.830, -4.129)
H (6.983, 0.417, 1.363)
H (8.539, 0.887, 0.708)
H (7.584, 1.997, 1.623)
H (5.759, 1.771, -0.449)
H (7.197, 2.647, -0.696)
H (5.076, -2.794, -0.355)
H (5.631, -3.033, -1.905)
H (7.750, -4.020, -1.064)
H (7.585, -3.330, 0.585)
H (6.608, -4.656, 0.068)
H (9.175, -0.756, -3.569)
H (8.902, -1.838, -2.247)
H (8.161, -3.687, -3.888)
H (8.683, -2.600, -5.189)
H (9.860, -3.040, -4.104)

## Properties
HOMO-LUMO gap in eV: 5.0
Charge: 0
LUMO level in hartree: -0.049

Here are the Mulliken charges for atoms 1 to 6, given in e: Ba 1.70; O -0.98; H 0.11; O -0.99; H 0.14; C 0.26